(1)
Formula: C9H19ClN6O4RhS2
Source: OMol25
Level of theory: ωB97M-V with the def2-TZVPD basis set

Geometry as XYZ:
```
42
C9H19ClN6O4RhS2 (ωB97M-V with the def2-TZVPD basis set)
Rh -0.20 0.66 -0.24
C -2.33 -2.28 2.56
C -1.37 -1.47 1.74
N -1.68 -0.86 0.66
O -2.98 -1.06 0.23
C 0.03 -1.33 2.19
C 0.49 -1.83 3.52
N 0.83 -0.74 1.37
O 2.03 -0.53 1.52
H -3.22 -2.52 1.99
H -2.62 -1.69 3.43
H -1.86 -3.19 2.92
H -3.28 -0.17 -0.03
H -0.09 -1.37 4.32
H 1.54 -1.57 3.66
H 0.39 -2.91 3.60
N 2.59 3.01 -1.81
C 2.63 1.86 -1.16
N 3.38 1.73 -0.08
S 1.76 0.50 -1.81
H 2.93 3.85 -1.37
H 1.93 3.11 -2.56
H 3.74 2.55 0.39
H 3.29 0.89 0.46
C -0.13 -2.27 -4.58
N -0.44 -1.02 -3.89
C -1.31 -0.90 -2.91
N -1.97 -1.98 -2.48
S -1.65 0.65 -2.24
H 0.69 -2.08 -5.27
H -0.99 -2.63 -5.14
H 0.20 -3.04 -3.88
H 0.04 -0.18 -4.16
H -1.78 -2.90 -2.82
H -2.59 -1.87 -1.69
Cl 2.03 4.42 2.06
C 0.39 3.79 2.39
C -0.06 2.74 1.39
O -0.74 1.78 1.81
O 0.27 2.84 0.17
H -0.29 4.64 2.35
H 0.38 3.37 3.39
```

Summary:
LUMO level (alpha / beta) ... -3.01 / -5.06 eV
2S+1 ... 5
E_HOMO (alpha / beta) ... -10.746 / -11.418 eV
Frontier orbital gap (alpha / beta) ... 7.7 / 6.4 eV
Net charge ... +1

=====

(2)
Formula: C4H5N3
Source: OMol25
Level of theory: ωB97M-V with the def2-TZVPD basis set

Geometry as XYZ:
```
12
C4H5N3 (ωB97M-V with the def2-TZVPD basis set)
C -0.03 -0.15 -0.17
C -0.42 0.02 -1.35
N -0.73 1.04 -2.10
C -0.56 2.13 -1.29
N -0.16 2.15 -0.03
C 0.12 0.98 0.60
H -0.79 3.09 -1.75
H 0.43 1.03 1.64
N 0.51 -2.28 1.10
H 1.47 -2.50 0.88
H 0.28 -2.66 2.01
H -0.07 -2.74 0.41
```

Summary:
LUMO level ... 0.12 eV
SMILES ... C1=C=NC=NC=1.N
Energy above the lowest of the compared OMol25 structures with the same formula, charge and spin ... 451.0 kJ/mol
E_HOMO ... -8.707 eV
Frontier orbital gap ... 8.8 eV
Net charge ... 0

=====

(3)
Formula: C4H10N2O2
Source: OMol25
Level of theory: ωB97M-V with the def2-TZVPD basis set

Geometry as XYZ:
```
18
C4H10N2O2 (ωB97M-V with the def2-TZVPD basis set)
C -3.11 1.67 -1.47
C -3.15 1.64 -3.01
N -2.32 2.47 -3.62
O -3.93 0.94 -3.59
H -3.41 0.68 -1.11
H -3.75 2.43 -1.00
H -2.06 1.86 -1.16
H -1.79 3.21 -3.14
H -2.23 2.36 -4.64
C 1.75 -2.21 -2.80
C 2.33 -3.44 -2.05
N 1.48 -4.21 -1.43
O 3.54 -3.64 -2.02
H 0.90 -1.79 -2.24
H 1.39 -2.54 -3.79
H 2.51 -1.42 -2.94
H 0.48 -4.02 -1.49
H 1.82 -5.03 -0.93
```

Summary:
LUMO level ... 0.49 eV
SMILES ... CC(N)=O.CC(N)=O
Energy above the lowest of the compared OMol25 structures with the same formula, charge and spin ... 69.9 kJ/mol
E_HOMO ... -9.597 eV
Frontier orbital gap ... 10.1 eV
Net charge ... 0

=====

(4)
Formula: C2H3NOS2
Source: OMol25
Level of theory: ωB97M-V with the def2-TZVPD basis set

Geometry as XYZ:
```
9
C2H3NOS2 (ωB97M-V with the def2-TZVPD basis set)
O 1.92 1.82 -0.91
C 0.72 1.97 -1.22
S -0.60 0.94 -0.78
C -0.16 -0.19 0.52
N -1.05 -1.21 0.49
S -0.54 -2.57 1.72
H 0.76 2.71 -1.90
H 0.83 -0.31 0.80
H -1.88 -3.16 1.27
```

Summary:
LUMO level ... -0.30 eV
SMILES ... O=CS/C=N/S
Energy above the lowest of the compared OMol25 structures with the same formula, charge and spin ... 338.9 kJ/mol
E_HOMO ... -9.212 eV
Frontier orbital gap ... 8.9 eV
Net charge ... 0

=====

(5)
Formula: C20H16BrFIrN4O4
Source: OMol25
Level of theory: ωB97M-V with the def2-TZVPD basis set

Geometry as XYZ:
```
47
C20H16BrFIrN4O4 (ωB97M-V with the def2-TZVPD basis set)
Ir 0.80 0.71 -0.35
Br 3.23 1.04 -0.16
C 3.13 2.90 0.28
C 4.27 3.59 0.56
C 4.15 4.97 0.79
C 2.94 5.59 0.69
C 1.76 4.86 0.39
C 0.51 5.50 0.24
C -0.60 4.77 -0.09
C -0.52 3.37 -0.23
C 0.66 2.68 -0.07
C 1.84 3.45 0.20
H 5.23 3.10 0.60
H 5.04 5.54 1.02
H 2.85 6.66 0.84
H 0.45 6.57 0.37
H -1.55 5.26 -0.23
H -1.44 2.84 -0.45
C -4.08 -1.34 -1.71
N -3.12 -0.50 -1.02
C -3.30 0.07 0.22
C -2.11 0.63 0.57
N -1.21 0.39 -0.45
C -1.85 -0.30 -1.38
H -5.08 -0.96 -1.52
H -4.00 -2.36 -1.35
H -3.89 -1.30 -2.78
H -4.24 0.04 0.73
H -1.83 1.17 1.45
H -1.42 -0.68 -2.30
F 1.91 -6.89 -0.30
C 0.99 -5.94 -0.18
C 1.16 -4.91 0.64
N 0.19 -3.92 0.78
C 0.43 -2.75 1.59
C 0.69 -1.53 0.74
O 0.69 -0.38 1.32
O 0.89 -1.56 -0.48
C -0.96 -3.93 0.03
O -1.78 -3.03 0.10
N -1.11 -5.02 -0.78
C -0.22 -6.08 -0.99
O -0.46 -6.97 -1.76
H 2.05 -4.80 1.24
H 1.29 -2.92 2.24
H -0.43 -2.54 2.22
H -1.97 -5.06 -1.31
```

Summary:
LUMO level ... -4.42 eV
Energy above the lowest of the compared OMol25 structures with the same formula, charge and spin ... 40.4 kJ/mol
E_HOMO ... -11.276 eV
Frontier orbital gap ... 6.9 eV
Net charge ... +1

=====

(6)
Formula: C37H78B3NO17S6
Source: OMol25
Level of theory: ωB97M-V with the def2-TZVPD basis set

Geometry as XYZ:
```
142
C37H78B3NO17S6 (ωB97M-V with the def2-TZVPD basis set)
C -1.89 0.77 7.39
O -0.48 0.78 7.34
C 0.09 0.21 6.17
C 0.46 -1.25 6.38
C 1.07 -1.93 5.16
C 2.37 -1.26 4.65
B 2.50 -1.11 3.10
O 1.47 -1.36 2.20
B 1.31 -0.24 1.38
C -0.01 0.59 1.27
C -1.15 0.16 2.20
C -2.17 -0.85 1.63
C -2.13 -1.09 0.13
N -3.20 -2.05 -0.23
O 2.45 0.19 0.69
B 3.50 0.35 1.59
C 4.44 1.61 1.53
C 4.26 2.41 0.22
C 3.97 3.90 0.44
C 5.22 4.73 0.74
O 4.96 6.12 0.46
O 3.70 -0.65 2.54
H -2.33 0.78 6.39
H -2.22 1.68 7.90
H -2.26 -0.08 7.96
H -0.60 0.28 5.32
H 0.96 0.82 5.93
H -0.45 -1.78 6.66
H 1.14 -1.33 7.23
H 0.34 -2.07 4.37
H 1.35 -2.93 5.49
H 2.55 -0.28 5.11
H 3.22 -1.87 4.97
H 0.31 1.59 1.58
H -0.31 0.72 0.22
H -1.68 1.05 2.54
H -0.72 -0.29 3.10
H -3.17 -0.47 1.85
H -2.10 -1.82 2.12
H -2.32 -0.16 -0.42
H -1.18 -1.49 -0.23
H -4.09 -1.56 -0.21
H -3.04 -2.43 -1.15
H 5.46 1.22 1.59
H 4.28 2.24 2.41
H 3.45 2.01 -0.38
H 5.18 2.34 -0.35
H 3.29 4.02 1.28
H 3.53 4.28 -0.48
H 5.49 4.69 1.79
H 6.06 4.40 0.13
H 5.33 6.32 -0.40
O 5.27 1.01 -2.12
S 4.80 0.81 -3.47
O 4.45 1.94 -4.30
C 5.96 -0.24 -4.34
C 5.47 -1.66 -4.05
C 3.95 -1.61 -4.21
C 3.45 -0.37 -3.45
H 6.97 -0.04 -3.97
H 5.90 0.00 -5.40
H 5.92 -2.38 -4.73
H 5.73 -1.95 -3.03
H 3.69 -1.52 -5.27
H 3.48 -2.51 -3.84
H 2.57 0.08 -3.91
H 3.23 -0.60 -2.40
O -0.10 3.35 -1.58
S -0.55 4.63 -2.08
O -1.93 5.01 -1.99
C 0.51 5.90 -1.39
C 1.67 6.01 -2.37
C 1.05 5.97 -3.77
C 0.03 4.82 -3.78
H 0.82 5.60 -0.39
H -0.06 6.83 -1.34
H 2.25 6.91 -2.21
H 2.33 5.15 -2.24
H 0.54 6.92 -3.98
H 1.80 5.83 -4.55
H -0.83 5.01 -4.42
H 0.50 3.88 -4.07
O -3.29 1.81 -1.67
S -3.22 2.12 -3.07
O -2.99 3.47 -3.53
C -2.04 1.02 -3.84
C -2.86 -0.20 -4.23
C -4.17 0.35 -4.83
C -4.68 1.44 -3.89
H -1.24 0.80 -3.13
H -1.63 1.52 -4.71
H -2.33 -0.83 -4.94
H -3.09 -0.81 -3.35
H -3.96 0.78 -5.82
H -4.91 -0.43 -4.97
H -5.19 2.24 -4.41
H -5.33 1.03 -3.12
O -8.22 0.99 0.63
S -7.84 1.60 -0.61
O -7.85 0.85 -1.85
C -8.78 3.11 -0.82
C -7.92 4.18 -0.15
C -6.48 3.90 -0.59
C -6.24 2.39 -0.42
H -9.76 2.99 -0.37
H -8.88 3.30 -1.89
H -8.24 5.18 -0.44
H -8.00 4.10 0.94
H -6.35 4.17 -1.64
H -5.75 4.47 -0.02
H -5.56 2.00 -1.17
H -5.86 2.16 0.58
O -2.18 -5.55 4.41
S -1.76 -5.11 3.10
O -1.17 -3.82 2.91
C -0.70 -6.38 2.39
C -1.67 -7.30 1.66
C -2.67 -6.39 0.94
C -3.12 -5.32 1.94
H -0.14 -6.86 3.19
H -0.03 -5.88 1.70
H -1.14 -7.96 0.96
H -2.19 -7.94 2.38
H -2.17 -5.91 0.09
H -3.52 -6.94 0.55
H -3.32 -4.36 1.47
H -3.99 -5.65 2.51
O 3.87 -4.29 -2.66
S 4.63 -4.54 -1.45
O 6.07 -4.60 -1.50
C 4.10 -3.40 -0.19
C 2.95 -4.11 0.51
C 3.40 -5.57 0.67
C 3.99 -6.03 -0.66
H 3.82 -2.45 -0.65
H 4.94 -3.24 0.49
H 2.71 -3.65 1.46
H 2.05 -4.07 -0.12
H 4.16 -5.63 1.45
H 2.58 -6.22 0.97
H 4.81 -6.73 -0.54
H 3.23 -6.45 -1.32
```

Summary:
LUMO level ... 0.07 eV
SMILES ... COCCCCB1OB(CCCCN)OB(CCCCO)O1.O=S1(=O)CCCC1.O=S1(=O)CCCC1.O=S1(=O)CCCC1.O=S1(=O)CCCC1.O=S1(=O)CCCC1.O=S1(=O)CCCC1
E_HOMO ... -9.176 eV
Frontier orbital gap ... 9.2 eV
Net charge ... 0